Record 1
C27H36N5O4SSe2V | ωB97M-V/def2-TZVPD

Properties
ΔE to the lowest compared entry with this formula, charge and spin = 0.0 kJ/mol
HOMO (alpha / beta) = -4.29 / -4.36 eV
M = 735.5 g mol⁻¹
total charge = -1
multiplicity = 2
energy = -211443.463 eV

```
76
C27H36N5O4SSe2V | the OMol25 dataset | ωB97M-V/def2-TZVPD
V -0.84138 -0.55451 -0.34478
O -4.05845 -2.42727 -1.74903
C -4.76550 -1.43024 -2.44080
C -4.33392 0.03465 -2.23348
C -5.47622 0.83495 -2.90994
O -5.26092 2.23392 -3.01471
C -4.29976 0.49907 -0.77318
Se -3.12853 -0.32740 0.57069
C -3.05445 0.38376 -2.99953
Se -1.42284 -0.66630 -2.68799
H -3.11172 -2.23674 -1.85923
H -5.81103 -1.53579 -2.13022
H -4.73433 -1.61465 -3.52772
H -6.41212 0.63763 -2.36854
H -5.60312 0.48346 -3.93685
H -5.01212 2.55943 -2.14344
H -5.30205 0.39881 -0.34874
H -4.04727 1.56376 -0.75868
H -2.81190 1.43318 -2.84232
H -3.24642 0.26292 -4.06845
N 6.03730 -0.98803 3.01216
C 5.12245 -1.20135 1.97787
C 4.41841 -0.12819 1.42808
C 3.54331 -0.33382 0.37889
C 3.35383 -1.61439 -0.12554
C 4.05445 -2.68538 0.40481
C 4.93847 -2.47913 1.45043
S 2.22048 -1.84416 -1.45910
O 2.27522 -0.65801 -2.26293
O 2.48938 -3.12617 -2.05022
N 0.75123 -1.84789 -0.75618
C 0.33750 -2.89337 -0.01215
N 1.05800 -3.94775 0.38745
C 0.41356 -4.82064 1.14945
C -0.91135 -4.68882 1.54985
C -1.56772 -3.54714 1.12226
N -0.95126 -2.67528 0.34893
H 5.86008 -0.16279 3.56199
H 6.21081 -1.79439 3.59017
H 4.55690 0.87223 1.82088
H 3.00210 0.50145 -0.04748
H 3.88370 -3.67301 0.00080
H 5.49174 -3.31362 1.86614
H 0.99367 -5.68034 1.47256
H -1.39701 -5.42748 2.16869
H -2.59496 -3.30767 1.37769
C 0.56142 -0.66419 2.67133
C 0.57803 0.83473 2.95498
C -0.82857 1.30768 3.33586
C 1.16665 1.76025 1.90208
C 2.15898 2.63834 2.31935
C 2.67348 3.60969 1.47548
C 2.13631 3.74431 0.20716
C 1.13103 2.90405 -0.25984
C 0.56538 3.17992 -1.63823
C -0.96168 3.27533 -1.65085
C 1.09089 2.20626 -2.69095
C 0.69419 1.84728 0.56960
N -0.15732 0.88358 0.08398
H 0.37421 -1.20311 3.60490
H 1.49610 -1.02893 2.24339
H -0.26489 -0.93375 2.01301
H 1.22384 0.97022 3.83091
H -1.52466 1.14967 2.50870
H -0.82669 2.37035 3.58474
H -1.19805 0.75059 4.20080
H 2.52725 2.55766 3.33712
H 3.46240 4.27090 1.81236
H 2.49442 4.52982 -0.44944
H 0.93879 4.17921 -1.89430
H -1.41589 2.31762 -1.40179
H -1.30334 3.57438 -2.64502
H -1.31466 4.01597 -0.92922
H 0.78849 1.18302 -2.47276
H 2.18105 2.22923 -2.73690
H 0.69661 2.47241 -3.67503
```

Löwdin population analysis, charges in e, atoms 1 to 8: number 1, V, carries 0.279; number 2, O, carries -0.121; number 3, C, carries -0.251; number 4, C, carries -0.558; number 5, C, carries -0.240; number 6, O, carries -0.059; number 7, C, carries -0.519; number 8, Se, carries 0.645

Record 2
C11H25ClN2O5Si | ωB97M-V/def2-TZVPD

Properties
HOMO = -9.17 eV
M = 328.9 g mol⁻¹
SMILES string = C[C@@H](O)CO[SiH2]CC(=O)Cl.CN(C)C=O.CN(C)C=O
energy = -45430.799 eV

```
45
C11H25ClN2O5Si | the OMol25 dataset | ωB97M-V/def2-TZVPD
C 2.21182 0.43983 -1.11716
C 1.31730 -0.15435 -2.16740
O 0.52492 -1.20799 -1.61091
C 0.47754 0.86102 -2.89797
O -0.07854 1.86131 -2.05942
Si -1.44634 1.46613 -1.19750
C -2.70152 0.48061 -2.24048
C -3.04873 -0.87899 -1.72134
O -3.19034 -1.86209 -2.39138
Cl -3.34243 -0.97533 0.04855
H 1.83326 1.35746 -0.70299
H 2.36138 -0.30609 -0.35708
H 3.18100 0.61540 -1.54822
H 1.95863 -0.60490 -2.91902
H -0.03074 -1.51754 -2.32466
H 1.12044 1.36343 -3.60420
H -0.26762 0.33281 -3.48891
H -2.08824 2.74314 -0.82104
H -1.08143 0.78593 0.05111
H -3.63794 1.01677 -2.25057
H -2.40653 0.34465 -3.26718
C -4.39366 -2.58540 3.04263
O -3.38573 -2.54521 3.71798
N -5.52332 -3.22972 3.39284
C -6.69536 -3.24263 2.54096
C -5.55851 -3.93142 4.66447
H -4.46786 -2.08541 2.06171
H -7.54457 -2.79467 3.06158
H -6.94984 -4.26834 2.26584
H -6.50089 -2.67506 1.63375
H -5.37356 -3.23411 5.48196
H -4.78333 -4.69760 4.69068
H -6.53199 -4.39582 4.79699
C 6.21790 2.22157 -1.60724
O 5.42732 1.34914 -1.90790
N 6.33761 2.74576 -0.37612
C 7.29920 3.78625 -0.06934
C 5.46820 2.24599 0.67732
H 6.91605 2.66320 -2.33851
H 7.99245 3.44206 0.70056
H 6.78450 4.67902 0.29096
H 7.86567 4.04422 -0.96096
H 5.62392 1.17574 0.81424
H 4.42394 2.40516 0.40740
H 5.68593 2.76605 1.60593
```

Löwdin population analysis, charges in e, atoms 1 to 8: number 1, C, carries -0.025; number 2, C, carries -0.419; number 3, O, carries -0.036; number 4, C, carries -0.227; number 5, O, carries -0.271; number 6, Si, carries 0.607; number 7, C, carries -0.258; number 8, C, carries -0.832

Record 3
C66H156N27O7P7 | ωB97M-V/def2-TZVPD

Properties
HOMO = -7.80 eV
M = 1657.0 g mol⁻¹
energy = -190565.086 eV

```
263
C66H156N27O7P7 | the OMol25 dataset | ωB97M-V/def2-TZVPD
O -0.92131 6.37525 -2.19487
P -0.63410 6.35226 -3.61270
N -1.45981 7.62355 -4.34201
C -1.97004 8.71342 -3.58690
C -1.50922 7.80026 -5.75533
N -1.09730 4.93918 -4.34393
C -0.60534 4.38404 -5.57844
C -2.05048 4.06159 -3.65927
N 1.01423 6.39847 -4.00691
C 1.68440 7.72343 -3.64683
C 1.98551 5.33514 -3.78003
H -1.84385 8.47354 -2.52419
H -3.00735 8.85207 -3.80890
H -1.35958 9.63616 -3.83551
H -1.32420 6.86155 -6.28263
H -0.85341 8.62843 -6.07095
H -2.53656 8.09070 -6.04563
H -0.06398 5.16742 -6.09826
H -0.04068 3.46789 -5.45794
H -1.57919 4.13232 -6.12829
H -2.36296 4.52851 -2.72155
H -2.93963 3.77852 -4.25928
H -1.58878 3.06916 -3.39458
H 2.47945 7.97863 -4.35149
H 0.95287 8.53563 -3.58412
H 2.13021 7.73189 -2.61101
H 1.60917 4.39735 -4.17836
H 2.32280 5.20593 -2.71365
H 2.77264 5.58032 -4.42732
O -2.21237 -4.99512 -3.79128
P -2.34381 -6.44136 -4.15337
N -1.26053 -7.42284 -3.42001
C 0.16637 -7.14455 -3.71832
C -1.53757 -8.63329 -2.67703
N -2.09393 -6.66466 -5.79171
C -1.45031 -7.87606 -6.38057
C -2.64179 -5.60206 -6.61561
N -3.93203 -7.00042 -3.93862
C -4.37182 -8.32512 -4.27460
C -4.69303 -6.37380 -2.88645
H 0.76759 -7.00128 -2.83088
H 0.27327 -6.21891 -4.32024
H 0.48715 -8.01560 -4.36279
H -2.59869 -8.69496 -2.33955
H -0.93054 -8.70764 -1.78320
H -1.32328 -9.60814 -3.25825
H -1.36299 -8.67317 -5.69058
H -2.05488 -8.32173 -7.16453
H -0.46329 -7.61240 -6.75025
H -2.42124 -4.68590 -6.06384
H -2.22375 -5.70880 -7.64817
H -3.73348 -5.67695 -6.70253
H -3.70490 -8.88716 -4.95937
H -4.44391 -8.95903 -3.36015
H -5.34546 -8.35322 -4.74163
H -4.19070 -5.44209 -2.56547
H -4.70863 -6.93668 -1.93857
H -5.68856 -6.14824 -3.29566
O -4.85032 1.52453 -5.59144
P -4.27961 0.30975 -4.98311
N -4.79086 -1.12573 -5.68507
C -4.17813 -2.44128 -5.80126
C -5.93052 -1.08688 -6.57513
N -4.51393 0.14890 -3.31622
C -5.63590 -0.55094 -2.77847
C -4.03563 1.23876 -2.54217
N -2.63492 0.21396 -5.13545
C -1.73399 -0.31442 -4.12730
C -2.02123 0.92621 -6.27045
H -3.53047 -2.57824 -6.68048
H -4.96530 -3.15988 -5.79682
H -3.59432 -2.66158 -4.86568
H -6.18590 -0.04842 -6.88419
H -6.82108 -1.49342 -6.06583
H -5.71655 -1.71677 -7.48487
H -5.74223 -1.37752 -3.49830
H -5.33814 -1.00473 -1.85037
H -6.53051 0.02225 -2.65117
H -4.55383 2.14948 -2.85251
H -4.16577 1.00824 -1.48544
H -2.97089 1.45280 -2.69650
H -0.90545 0.43019 -3.89779
H -2.33904 -0.53068 -3.29004
H -1.33211 -1.29429 -4.44818
H -2.83935 1.55616 -6.64693
H -1.44799 0.23788 -6.98422
H -1.28730 1.68983 -5.87094
O -0.67679 0.13084 -0.69906
P -0.97738 -0.30557 0.71666
N -1.72643 -1.76995 0.80431
C -2.56182 -2.32474 -0.24119
C -1.67650 -2.56482 2.05108
N -1.90587 0.80419 1.53906
C -3.31489 0.79948 1.21065
C -1.35421 2.17486 1.60545
N 0.42334 -0.29920 1.59248
C 1.75574 -0.60563 0.97125
C 0.60075 0.07166 2.96606
H -2.34937 -1.84319 -1.16072
H -3.61694 -2.46067 0.05068
H -2.31401 -3.43347 -0.37457
H -0.89720 -2.36997 2.79630
H -1.47617 -3.58983 1.61571
H -2.63180 -2.51286 2.59916
H -3.77843 1.57320 1.84565
H -3.44163 1.06092 0.18385
H -3.78306 -0.14571 1.46298
H -1.43582 2.55824 2.60692
H -0.29246 2.21290 1.27737
H -1.83202 2.84168 0.94879
H 2.26712 -1.45982 1.38091
H 1.55658 -0.82801 -0.06845
H 2.46440 0.21341 1.14001
H -0.31424 0.11536 3.47415
H 1.06630 1.07232 2.99029
H 1.29121 -0.61288 3.48713
O 3.91588 0.66881 8.02788
P 4.60708 0.58538 6.71888
N 6.22027 0.36412 6.83533
C 6.72303 -0.43865 7.95700
C 7.14793 0.54077 5.70050
N 4.45755 1.82295 5.54017
C 3.05467 2.06249 5.31244
C 5.14699 2.99113 5.90458
N 4.06535 -0.89962 5.92080
C 2.74098 -1.33517 6.29083
C 4.66309 -1.38006 4.65111
H 6.77335 -1.53471 7.79296
H 6.08143 -0.20894 8.76826
H 7.72966 -0.14462 8.26738
H 8.12426 0.90210 6.13163
H 6.68029 1.19151 4.94638
H 7.42020 -0.42113 5.18645
H 2.62202 1.06811 5.11911
H 2.57684 2.52897 6.18132
H 2.83957 2.75903 4.48044
H 4.76757 3.76404 5.20690
H 4.94995 3.26702 6.97632
H 6.23554 2.87374 5.82613
H 2.72367 -2.40146 6.73710
H 2.31889 -0.62598 7.01738
H 2.11968 -1.35702 5.39104
H 3.98477 -1.28091 3.82465
H 4.79183 -2.47285 4.71265
H 5.58349 -0.88014 4.47330
O 1.43630 -8.03358 -0.87308
P 2.00215 -6.89278 -0.16142
N 2.29313 -7.00823 1.48536
C 1.22828 -6.89324 2.46009
C 3.26323 -8.00312 1.92140
N 0.98416 -5.67624 -0.28992
C 1.42081 -4.32067 0.03195
C -0.32575 -5.81680 -0.94295
N 3.52226 -6.48496 -0.69171
C 4.44146 -5.55859 -0.08745
C 3.75349 -6.56426 -2.10217
H 0.95398 -7.88110 2.87509
H 0.42343 -6.52607 1.91367
H 1.54080 -6.34164 3.31996
H 3.98822 -8.02033 1.17301
H 2.68196 -8.94693 2.05219
H 3.74975 -7.83644 2.87078
H 1.40837 -3.68889 -0.85905
H 0.87046 -3.81851 0.85394
H 2.49375 -4.30353 0.32312
H -1.04206 -5.54163 -0.16979
H -0.44530 -5.17282 -1.80308
H -0.61081 -6.81046 -1.25027
H 4.35291 -4.63419 -0.58926
H 4.36954 -5.44968 1.01746
H 5.45280 -6.00225 -0.27496
H 4.82553 -6.76103 -2.28543
H 3.56049 -5.69670 -2.63725
H 3.12911 -7.41316 -2.46674
O 0.50251 7.42586 5.33413
P 1.08370 7.31634 3.91881
N 0.61922 8.66908 3.10070
C -0.56040 9.50282 3.54212
C 1.02021 8.83383 1.73257
N 0.76832 5.96670 2.96517
C 1.07505 4.69078 3.55482
C -0.52712 5.85572 2.20666
N 2.71412 7.13183 4.03212
C 3.43248 7.99588 5.01520
C 3.48687 6.71193 2.85169
H -0.11629 10.40855 4.04813
H -1.25837 8.96912 4.30186
H -1.13904 9.78563 2.63049
H 1.86349 8.24201 1.47874
H 1.36207 9.86249 1.46536
H 0.31395 8.50829 1.01747
H 1.48267 3.91264 2.86655
H 1.91057 4.77110 4.22697
H 0.24627 4.36478 4.21109
H -0.77526 6.73165 1.59419
H -0.38995 5.00917 1.50591
H -1.32845 5.61587 2.83359
H 4.25018 7.45125 5.36962
H 3.80029 8.92432 4.55253
H 2.70019 8.35501 5.75821
H 3.57506 7.40966 1.99474
H 3.03936 5.81030 2.42281
H 4.49586 6.38920 3.10640
N -5.00331 5.25207 1.36798
C -4.63703 4.08749 0.74577
C -3.68731 4.45700 -0.18716
C -3.35670 5.81809 0.01475
C -4.15464 6.28201 1.02668
H -5.68794 5.46568 2.13147
H -5.09022 3.11197 0.86528
H -3.31916 3.82517 -0.98458
H -2.48557 6.24709 -0.52350
H -4.30811 7.26034 1.45942
N 0.71630 3.93309 -1.13097
C 1.18871 2.70729 -1.36022
C 2.34853 2.62487 -0.61117
C 2.52874 3.78434 0.10215
C 1.56456 4.62792 -0.32952
H -0.07738 4.38177 -1.59201
H 0.80204 2.03030 -2.10152
H 3.08110 1.79959 -0.47014
H 3.31999 4.13958 0.77852
H 1.21947 5.59826 0.06601
N -4.60906 -3.04953 4.26639
C -5.00717 -3.98451 3.34851
C -5.48496 -3.29636 2.25054
C -5.31806 -1.92553 2.50810
C -4.77614 -1.76884 3.76718
H -4.32846 -3.26306 5.23396
H -4.83827 -5.01466 3.65127
H -5.83818 -3.71839 1.33011
H -5.61327 -1.01650 1.93550
H -4.57554 -0.90694 4.32619
N 6.33772 2.49285 0.62679
C 5.64971 1.53197 -0.02437
C 4.99818 0.86096 0.96550
C 5.32079 1.42222 2.22755
C 6.14227 2.52745 1.98779
H 6.67888 3.30989 0.12201
H 5.63875 1.27404 -1.05314
H 4.55436 -0.11739 0.71400
H 4.93546 1.13193 3.15691
H 6.65712 3.26501 2.59177
N 1.02396 -1.59503 -2.58010
C 0.51679 -2.67846 -3.21873
C 1.50831 -3.29780 -3.92986
C 2.66162 -2.49341 -3.79860
C 2.32769 -1.42021 -2.99405
H 0.46144 -0.90413 -2.08729
H -0.45508 -3.06177 -2.94784
H 1.40389 -4.30105 -4.24300
H 3.64859 -2.67024 -4.25470
H 2.94585 -0.58053 -2.69458
N -2.10370 -4.61157 7.15704
C -0.78672 -4.28277 7.24665
C -0.18389 -4.72925 6.10169
C -1.18049 -5.34255 5.29883
C -2.38390 -5.24231 5.97531
H -2.74939 -4.17525 7.78747
H -0.39724 -3.78098 8.07298
H 0.82485 -4.69884 5.73247
H -0.99293 -5.84353 4.37124
H -3.37516 -5.73018 5.86171
```

Löwdin population analysis, charges in e, atoms 1 to 8: number 1, O, carries -0.285; number 2, P, carries 0.514; number 3, N, carries -0.329; number 4, C, carries -0.126; number 5, C, carries -0.114; number 6, N, carries -0.297; number 7, C, carries -0.133; number 8, C, carries -0.098

Record 4
C36H31Cl7F3N6O10S3Ti | ωB97M-V/def2-TZVPD

Properties
ΔE to the lowest compared entry with this formula, charge and spin = 262.4 kJ/mol
HOMO (alpha / beta) = -0.37 / -1.45 eV
M = 1156.9 g mol⁻¹
total charge = -2
multiplicity = 2
energy = -218689.100 eV

```
97
C36H31Cl7F3N6O10S3Ti | the OMol25 dataset | ωB97M-V/def2-TZVPD
Ti 0.27688 -1.89026 -1.10951
O 2.79561 -0.99578 -3.00615
C 1.81955 -0.27283 -2.85196
O 0.70806 -0.75955 -2.36013
C 1.88704 1.17776 -3.24462
C 3.05893 1.48279 -3.95153
C 3.38257 2.75720 -4.35546
C 2.51374 3.79821 -4.03702
C 1.35437 3.54522 -3.34885
C 0.97310 2.24726 -2.91639
S -0.49771 2.16517 -2.02431
H 3.72164 0.65257 -4.16339
H 4.30288 2.95324 -4.89356
H 2.76444 4.81379 -4.32943
H 0.68871 4.35860 -3.08880
Cl 1.47562 -6.74958 -5.46685
C 1.61492 -5.67105 -4.12163
C 2.78165 -5.62564 -3.37659
Cl 4.07955 -6.70896 -3.74048
C 2.91113 -4.71244 -2.32055
Cl 4.34798 -4.66246 -1.36686
C 1.87621 -3.84078 -2.00079
O 1.89832 -2.93578 -1.07099
C 0.63446 -3.97741 -2.70004
O -0.36393 -3.28965 -2.17540
C 0.53246 -4.85102 -3.76264
Cl -0.96492 -4.92833 -4.62233
N -2.01337 -1.11779 -3.35205
C -2.99604 -1.42543 -2.33744
C -4.42713 -1.03917 -2.76991
C -5.58310 -1.18243 -1.75725
C -5.69647 -2.52318 -0.99790
N -4.75694 -2.75663 0.09057
C -4.57317 -1.93870 1.11178
N -5.58228 -1.12802 1.53712
N -3.52839 -2.13195 1.92044
C -2.52875 -0.79486 -1.00410
O -3.30393 -0.08710 -0.33796
O -1.38192 -1.15890 -0.55573
H -1.75412 -0.13332 -3.33631
H -2.32801 -1.39271 -4.27395
H -2.95700 -2.51127 -2.17253
H -4.66450 -1.65216 -3.64657
H -4.39710 0.00545 -3.09050
H -6.52431 -1.04852 -2.30238
H -5.48406 -0.36646 -1.04475
H -5.55973 -3.34887 -1.69605
H -6.70981 -2.60074 -0.58499
H -3.95256 -3.36690 -0.10006
H -6.22153 -0.85203 0.80938
H -5.26716 -0.34766 2.09077
H -2.69084 -2.51574 1.48731
H -3.32840 -1.39696 2.57656
F -2.01931 -6.09920 1.74851
C -1.11368 -5.09828 1.77951
F -0.00652 -5.59520 2.36272
F -1.61021 -4.17438 2.64060
S -0.74143 -4.34572 0.06663
O 0.08765 -5.38217 -0.45820
O -0.14322 -3.10222 0.57202
O -2.11245 -4.22275 -0.39657
Cl -1.57836 7.20125 5.55906
C -0.67128 5.88125 4.89240
C -0.67527 5.65302 3.52536
C 0.06345 4.60459 3.01788
C 0.81198 3.75476 3.83768
C 1.57704 2.62908 3.18592
C 0.79032 1.29745 3.31826
N 1.15511 0.32368 2.31913
C 2.27055 -0.48961 2.33120
C 2.30232 -1.10667 1.11605
N 1.22825 -0.68850 0.36755
C 0.57207 0.17377 1.10998
O 2.87043 2.49538 3.75716
C 3.99551 2.53379 2.87258
C 4.03388 3.76249 2.01457
C 3.73848 3.76729 0.68129
Cl 3.33437 2.41574 -0.28744
S 3.81318 5.35208 -0.00241
C 4.24648 6.01999 1.52798
C 4.32451 5.06779 2.49377
C 0.76125 3.99917 5.21535
Cl 1.58933 2.96581 6.33782
C 0.04463 5.05595 5.74652
H -1.24898 6.29462 2.87153
H 0.07296 4.42369 1.94903
H 1.65851 2.85649 2.11996
H -0.27456 1.50945 3.21213
H 0.98053 0.88464 4.30896
H 2.90987 -0.55286 3.19471
H 3.01289 -1.80620 0.70907
H -0.30583 0.71029 0.78109
H 4.02969 1.64402 2.23942
H 4.85063 2.53094 3.55066
H 4.40830 7.08164 1.61484
H 4.57088 5.27129 3.52669
H 0.03335 5.23403 6.81177
```

Löwdin population analysis, charges in e, atoms 1 to 8: number 1, Ti, carries 0.857; number 2, O, carries 0.059; number 3, C, carries -0.514; number 4, O, carries -0.150; number 5, C, carries -0.154; number 6, C, carries -0.071; number 7, C, carries -0.138; number 8, C, carries -0.145